[1]
Formula: C24H32AsCrN3O7
Source: OMol25
Level of theory: ωB97M-V/def2-TZVPD

LUMO level (spin up / spin down) (eV): 0.5 / 0.3
Highest occupied orbital energy (spin up / spin down) (eV): -7.51 / -8.87
Multiplicity: 5

Geometry as XYZ:
```
68
C24H32AsCrN3O7 (ωB97M-V/def2-TZVPD)
As 1.26 -0.45 -1.98
Cr -0.73 0.05 -0.35
O -2.34 3.77 -0.58
O 0.85 0.46 1.24
O -1.43 -1.87 -0.29
O -1.62 1.15 2.07
O -3.30 -3.09 0.00
O -0.76 -1.01 3.36
O -0.88 2.07 -0.69
N -2.73 0.31 -0.48
N -2.77 -2.04 3.22
N 1.91 1.66 2.81
C 2.84 0.72 -2.07
C 4.83 -0.55 -2.93
C -3.18 1.56 -0.56
C 5.70 -0.90 -3.95
C -2.70 -2.04 -0.20
C 1.90 2.72 3.80
C -4.54 1.79 -0.54
C 3.81 0.38 -3.15
C -2.18 -3.36 3.38
C -4.88 -0.60 -0.35
C -3.51 -0.75 -0.36
C -2.56 0.41 2.81
C 0.79 1.21 2.20
C -2.05 2.59 -0.63
C 2.03 -2.24 -2.03
C -0.54 1.70 2.77
C 0.57 -0.33 -3.80
C -1.96 -0.96 3.16
C 3.21 1.34 2.24
C 3.69 0.95 -4.42
C 4.56 0.59 -5.44
C -4.21 -2.05 3.03
C 5.57 -0.33 -5.21
C -5.39 0.69 -0.45
H 1.99 3.70 3.33
H 2.45 1.73 -2.18
H -4.46 -2.68 2.18
H 2.91 1.67 -4.60
H -2.67 -3.89 4.20
H 2.75 2.57 4.47
H 1.00 2.69 4.40
H -6.46 0.85 -0.44
H 3.31 0.67 -1.08
H -4.91 2.81 -0.60
H 0.22 0.69 -3.98
H 1.20 -2.94 -2.01
H 3.91 1.12 3.04
H 4.94 -0.99 -1.95
H -2.31 -3.92 2.45
H 2.64 -2.40 -1.14
H 1.33 -0.59 -4.53
H -1.12 -3.25 3.59
H -0.59 1.45 3.83
H -2.83 0.92 3.75
H 6.25 -0.61 -6.01
H 3.11 0.47 1.60
H -4.69 -2.46 3.93
H -4.61 -1.06 2.86
H 6.49 -1.62 -3.76
H -3.44 0.36 2.19
H -5.52 -1.47 -0.26
H -0.27 -1.01 -3.88
H 4.46 1.05 -6.42
H 3.59 2.18 1.65
H -0.57 2.79 2.67
H 2.63 -2.39 -2.92
```


[2]
Formula: C24H32Br4Ge2O3W
Source: OMol25
Level of theory: ωB97M-V/def2-TZVPD

LUMO level (spin up / spin down) (eV): -7.9 / -7.9
Highest occupied orbital energy (spin up / spin down) (eV): -13.87 / -13.87
Multiplicity: 1
Total charge: +2

Geometry as XYZ:
```
66
C24H32Br4Ge2O3W (ωB97M-V/def2-TZVPD)
W 1.54 0.16 -0.85
Br 4.33 1.03 2.40
Br 7.20 1.79 0.84
Br 4.96 -0.36 -3.97
Br 7.53 1.03 -2.35
Ge -0.72 1.08 -1.50
Ge -0.22 -0.96 0.93
O 2.67 -0.90 -2.03
O 2.57 -0.65 0.60
O 1.84 1.98 0.17
C 5.97 0.57 -1.44
C -5.35 -2.58 2.09
C -3.19 -1.20 0.98
C -4.43 -1.23 0.33
C -1.05 2.32 -2.98
C 3.79 -0.44 -1.43
C 1.92 3.39 -0.28
C -4.13 -2.58 2.74
C -2.22 0.54 -0.48
C 4.70 0.52 0.62
C -1.29 -1.11 -2.98
C -0.44 -3.82 1.76
C 5.84 0.88 -0.05
C -2.54 2.55 -3.24
C 1.56 4.30 0.87
C 4.94 -0.03 -2.13
C 0.14 -0.74 -2.49
C -3.06 -1.90 2.18
C -2.06 -0.46 0.40
C 0.29 -2.85 0.83
C -5.50 -1.91 0.88
C 3.69 -0.22 -0.03
C -0.37 -0.19 3.82
C 0.36 0.09 2.50
H 0.24 1.14 2.24
H 0.17 -3.16 -0.21
H -4.01 -3.10 3.68
H 2.93 3.55 -0.65
H -1.89 -1.55 -2.19
H 0.55 4.11 1.23
H -2.67 3.24 -4.07
H -0.32 -1.24 4.11
H 0.73 -0.40 -3.36
H -1.51 -3.88 1.53
H -3.21 0.91 -0.74
H -1.41 0.11 3.78
H 1.43 -0.11 2.62
H 0.10 0.39 4.62
H -6.19 -3.11 2.52
H 1.62 5.33 0.53
H -0.34 -3.53 2.81
H 0.57 -1.69 -2.16
H 1.37 -2.86 1.04
H -1.16 -1.86 -3.76
H -3.06 1.63 -3.51
H -0.54 1.94 -3.86
H -6.45 -1.93 0.36
H -2.10 -1.92 2.69
H 1.21 3.46 -1.10
H 2.45 1.86 0.93
H -3.05 2.98 -2.38
H -0.57 3.27 -2.72
H -4.55 -0.74 -0.63
H -1.85 -0.29 -3.42
H -0.02 -4.81 1.66
H 2.27 4.18 1.70
```


[3]
Formula: C24H32EuI2N5O2Si
Source: OMol25
Level of theory: ωB97M-V/def2-TZVPD

LUMO level (spin up / spin down) (eV): 2.4 / 2.4
Highest occupied orbital energy (spin up / spin down) (eV): -2.91 / -4.74
Multiplicity: 8
Total charge: -1

Geometry as XYZ:
```
67
C24H32EuI2N5O2Si (ωB97M-V/def2-TZVPD)
Eu 1.09 -0.35 -1.88
I 1.68 -2.88 -3.40
I 0.75 -2.66 0.39
Si 1.51 3.18 -2.79
O -0.32 0.49 -0.27
O -1.07 -0.74 -2.34
N -1.50 0.08 -0.22
N -1.85 -0.57 -1.29
N 3.46 0.14 -1.11
N -3.07 -2.03 3.05
N 2.09 1.76 -2.07
C -4.47 -3.14 -1.63
C 4.69 -1.76 -0.31
C 5.69 0.57 -0.37
C 1.66 -0.69 2.40
C 0.59 -1.54 2.10
C -0.15 2.80 -3.49
C -3.44 -2.54 4.35
C 1.62 0.09 3.54
C -1.76 -2.44 2.54
C 3.26 1.45 -1.47
C -3.23 -2.53 -1.64
C 0.52 0.02 4.38
C -3.45 -0.66 2.79
C 1.28 4.60 -1.63
C 4.32 2.37 -1.20
C -4.27 -0.46 -0.94
C 4.62 -0.28 -0.61
C -3.15 -1.19 -1.29
C -0.55 -1.59 2.90
C 2.60 3.73 -4.19
C -0.55 -0.80 4.06
C -5.61 -2.43 -1.28
C 5.50 1.92 -0.67
C -5.51 -1.09 -0.94
H -2.32 -3.04 -1.92
H 2.18 4.61 -4.71
H -0.43 3.47 -4.31
H -4.54 -4.19 -1.89
H -1.41 -0.83 4.71
H 3.60 4.01 -3.84
H -6.58 -2.92 -1.28
H 6.31 2.62 -0.48
H 2.50 -0.63 1.72
H 0.73 4.27 -0.75
H -3.16 0.05 3.58
H 2.24 5.02 -1.29
H 4.29 -1.96 0.69
H -1.83 -2.47 1.45
H -1.59 -3.47 2.86
H 4.08 -2.31 -1.02
H -3.40 -3.63 4.36
H 0.48 0.62 5.29
H -4.16 0.58 -0.68
H 0.72 5.41 -2.12
H -2.98 -0.32 1.86
H 2.45 0.75 3.77
H -2.84 -2.18 5.20
H -6.40 -0.52 -0.67
H 4.18 3.42 -1.44
H -0.93 2.89 -2.71
H -4.48 -2.25 4.56
H 5.72 -2.12 -0.34
H -0.20 1.78 -3.88
H 6.62 0.19 0.03
H 2.71 2.92 -4.91
H -4.54 -0.59 2.67
```


[4]
Formula: C24H32F6NO18SSi
Source: OMol25
Level of theory: ωB97M-V/def2-TZVPD

LUMO level (eV): -3.5
Highest occupied orbital energy (eV): -12.86
Multiplicity: 1
Total charge: +1

Geometry as XYZ:
```
83
C24H32F6NO18SSi (ωB97M-V/def2-TZVPD)
S -2.64 0.76 -5.56
Si 1.70 1.22 -4.35
F 5.39 1.37 1.77
F -0.48 4.17 0.27
F 1.51 -7.15 2.58
F -2.83 -2.69 1.24
F -5.26 0.69 2.88
F -2.48 -3.94 -2.01
O 1.73 4.10 -0.17
O -1.22 -2.07 -1.92
O -2.57 -0.04 4.79
O 4.80 3.29 4.56
O 2.57 3.56 4.39
O 1.23 -8.56 -0.54
O 3.74 2.55 2.76
O -6.91 2.01 3.67
O 0.33 -2.65 -0.47
O 2.54 5.14 1.61
O 3.92 4.65 -0.10
O 0.61 -6.74 0.56
O 0.41 -6.79 -1.68
O -8.12 3.15 5.20
O 0.15 -0.50 -1.14
O -2.35 0.43 2.60
O -2.98 -1.61 3.22
O -5.88 2.96 5.40
N -1.03 0.51 -3.61
C -2.38 -0.35 1.42
C 2.39 -0.50 -4.17
C 2.40 2.08 -5.85
C 2.84 4.64 0.39
C -2.27 0.36 -3.95
C 5.78 2.59 3.79
C 5.12 2.52 2.42
C -1.21 -3.50 -1.96
C -0.83 0.69 -5.92
C -0.20 -1.65 -1.14
C 0.83 -7.72 1.56
C 1.13 5.05 1.82
C 3.60 3.17 3.96
C 0.74 3.97 0.83
C -2.62 -0.37 3.66
C -7.08 2.75 4.81
C -0.20 1.18 -4.63
C -0.49 -3.83 -0.66
C -5.54 1.94 3.38
C 0.72 -7.33 -0.67
C -4.89 2.17 4.73
C -3.23 -1.54 1.84
C 1.91 2.18 -2.78
C 1.65 -8.76 0.81
H 0.13 -4.72 -0.73
H 1.19 1.82 -2.03
H -0.67 0.22 -2.69
H 0.66 6.00 1.56
H 0.77 2.96 1.23
H -0.14 -8.07 1.93
H -3.01 -0.02 -3.26
H -0.64 -0.37 -6.08
H 1.72 3.25 -2.92
H 2.71 -8.52 0.90
H 1.46 -9.78 1.11
H -4.76 1.22 5.25
H -4.31 -1.42 1.68
H 2.91 2.05 -2.36
H -1.37 -0.68 1.17
H -5.29 2.67 2.61
H 1.97 -0.99 -3.29
H 2.21 -1.13 -5.04
H -3.95 2.71 4.69
H 5.91 1.59 4.19
H 5.34 3.36 1.76
H -0.49 2.24 -4.53
H -2.81 0.22 0.60
H 2.20 3.15 -5.83
H 6.72 3.14 3.81
H 3.47 -0.42 -4.02
H -0.56 1.26 -6.80
H 2.02 1.67 -6.79
H 3.48 1.94 -5.85
H -0.68 -3.82 -2.86
H 0.94 4.79 2.86
H -1.19 -3.92 0.16
```


[5]
Formula: C24H32F7InNO21S
Source: OMol25
Level of theory: ωB97M-V/def2-TZVPD

LUMO level (eV): 1.6
Highest occupied orbital energy (eV): -4.13
Multiplicity: 1
Total charge: -1

Geometry as XYZ:
```
87
C24H32F7InNO21S (ωB97M-V/def2-TZVPD)
In 2.30 1.28 -0.85
S 4.17 2.03 0.70
F -0.66 -2.39 -3.87
F 0.18 3.19 -8.45
F -3.97 -2.73 1.57
F 4.37 -2.41 5.70
F 7.53 -1.17 0.96
F -6.45 1.74 5.34
F -2.71 0.29 -2.16
O -2.79 -0.81 4.17
O -1.04 -5.58 -2.62
O 2.91 -3.46 2.75
O -7.00 -1.17 7.10
O -2.55 2.64 -4.67
O 0.77 -3.67 3.43
O -0.79 7.06 -6.52
O -0.19 -5.31 -0.55
O -1.20 0.39 3.12
O -2.85 0.45 -4.41
O -0.09 -3.64 -2.08
O 8.75 1.96 1.75
O 0.04 5.09 -7.24
O -2.15 5.45 -7.31
O -6.35 -2.69 5.57
O 10.78 1.40 2.56
O -3.21 1.39 -6.42
O -6.47 -0.50 5.04
O -2.33 -1.25 2.03
O 2.40 -3.19 4.91
O 9.26 -0.18 2.02
N 1.33 4.29 -0.90
C -1.27 -4.69 -3.71
C 0.52 -1.11 0.26
C 7.86 -0.15 1.79
C 4.10 -3.01 3.40
C 9.71 1.10 2.15
C -3.06 -2.35 2.51
C 7.66 1.22 1.17
C 0.63 0.42 0.30
C 1.55 3.14 -1.84
C -2.41 2.39 -3.26
C -0.23 -3.62 -3.48
C -0.41 -4.88 -1.63
C -0.95 5.98 -6.98
C -2.02 -0.46 3.11
C -2.17 0.89 -3.24
C -7.11 0.61 5.65
C -7.01 0.26 7.13
C -1.93 4.21 -7.99
C -6.58 -1.57 5.88
C 1.91 -3.45 3.66
C -2.90 1.49 -5.28
C 3.81 -3.31 4.85
C -3.74 -1.79 3.74
C -0.54 3.83 -7.50
H -7.85 0.62 7.72
H -8.13 0.68 5.27
H 2.24 3.48 -2.61
H -1.60 2.97 -2.84
H 2.25 4.58 -0.57
H -6.07 0.63 7.54
H 3.53 2.42 1.80
H 7.79 1.18 0.09
H -2.27 -4.27 -3.64
H 4.97 -3.54 3.01
H -3.35 2.62 -2.76
H -1.11 0.60 -3.31
H -4.68 -1.30 3.48
H -0.31 0.85 -0.06
H -2.69 3.49 -7.74
H -3.90 -2.52 4.53
H 1.17 -1.60 0.99
H 0.87 3.94 -0.07
H 0.74 -3.81 -3.94
H -2.38 -3.18 2.70
H -0.50 -1.38 0.54
H -0.53 3.23 -6.59
H 7.34 -0.29 2.74
H 3.05 0.15 -2.01
H 0.59 2.92 -2.31
H 6.70 1.67 1.41
H -1.91 4.40 -9.07
H 0.74 0.75 1.34
H -1.15 -5.22 -4.66
H 4.09 -4.31 5.18
H 0.70 -1.49 -0.74
H 4.23 -1.94 3.23
```


[6]
Formula: C24H32FeN8O4PSTe
Source: OMol25
Level of theory: ωB97M-V/def2-TZVPD

LUMO level (spin up / spin down) (eV): -2.4 / -5.5
Highest occupied orbital energy (spin up / spin down) (eV): -8.26 / -9.97
Multiplicity: 5
Total charge: +1

Geometry as XYZ:
```
72
C24H32FeN8O4PSTe (ωB97M-V/def2-TZVPD)
Te -2.86 -3.47 0.05
Fe 0.03 -0.28 -0.12
S 0.14 2.26 -0.39
P -2.86 -1.32 -0.92
O -4.40 -0.90 -0.74
O -2.59 -1.20 -2.50
O -1.95 -0.27 -0.32
O -0.02 -2.21 -1.54
N 1.94 -0.17 0.15
N -1.17 2.70 -2.72
N 0.13 0.01 1.99
N 0.96 2.38 -2.97
N 1.08 -3.12 2.73
N 0.50 -2.68 0.58
N 2.37 0.04 1.36
N 0.32 -4.40 -1.03
C 4.23 0.07 -0.62
C 0.83 -4.96 1.21
C -0.03 2.41 -2.06
C -5.04 0.14 -1.47
C 0.06 -4.80 -2.39
C 0.56 -5.32 -0.07
C -5.49 1.26 -0.56
C 2.43 -0.28 -2.19
C 5.12 0.13 -1.67
C 3.34 -0.22 -3.23
C 0.45 2.63 -4.22
C 0.86 0.54 4.61
C 4.69 -0.02 -2.98
C 1.83 0.44 3.65
C 0.25 -3.06 -0.68
C 1.45 0.16 2.32
C -2.97 -2.21 -3.42
C -0.48 0.35 4.26
C -2.02 -2.16 -4.61
C 2.86 -0.13 -0.86
C -2.46 2.80 -2.09
C -0.88 2.83 -4.06
C -0.79 0.11 2.94
C 0.81 -3.57 1.51
H -3.24 2.71 -2.84
H -1.64 3.07 -4.78
H 6.17 0.29 -1.47
H -0.93 -5.26 -2.46
H 0.08 -3.90 -3.00
H -6.18 0.87 0.19
H 1.40 -3.74 3.45
H -5.99 2.03 -1.14
H 1.13 0.77 5.64
H -2.91 -3.19 -2.92
H -1.26 0.42 5.00
H 1.03 -5.69 1.97
H -1.81 -0.01 2.60
H 1.38 -0.45 -2.39
H -2.55 3.76 -1.58
H -2.21 -3.00 -5.28
H 5.39 0.01 -3.80
H -4.37 0.50 -2.25
H -4.63 1.70 -0.05
H 1.93 2.17 -2.74
H 0.53 -6.35 -0.39
H -2.55 2.01 -1.35
H -4.00 -2.05 -3.74
H -1.00 -2.20 -4.26
H 4.56 0.17 0.40
H 2.99 -0.34 -4.25
H 1.05 2.66 -5.10
H 2.88 0.60 3.87
H 1.09 -2.12 2.89
H 0.81 -5.50 -2.73
H -2.17 -1.23 -5.16
H -5.92 -0.32 -1.95
```